Density functional theory data (wB97M-V/def2-TZVPD) for 4 unconnected molecules or ions with the total composition C48H94N4O5 at a distorted geometry.

```
! wB97M-V def2-TZVPD RIJCOSX def2/J DEFGRID3
* xyz 0 1
C 5.98643 -4.11061 0.59499
C 7.16120 -3.85123 -0.41937
O 7.18805 -2.53698 -0.97627
C 6.55809 -2.49596 -2.26871
C 7.17168 -1.33993 -3.14904
O 6.40697 -1.06127 -4.32664
C 5.25814 -0.30620 -3.92566
C 4.42183 0.25101 -5.16843
O 3.04346 -0.01241 -4.88992
C 2.22595 1.15105 -4.85054
C 1.62717 1.44364 -3.38520
C 2.75713 2.24253 -2.63180
C 2.77995 2.10915 -1.08597
C 2.68655 3.36975 -0.31599
C 2.67147 3.43694 1.13601
C 2.75038 2.18820 1.89147
C 2.69018 2.21934 3.45067
C 2.88781 0.92230 1.15214
C 2.90539 0.88241 -0.31618
N 0.39945 2.24272 -3.65791
C -0.02399 2.91481 -2.63267
C -0.49005 2.31363 -1.26341
C -0.05335 4.49010 -2.71516
O 1.37248 0.14063 -2.79392
C 0.33438 -0.56036 -3.41328
O 0.50613 -1.35497 -4.29931
C -1.16533 -0.40528 -2.93115
C -1.32504 -1.03519 -1.47897
C -2.69686 -1.82189 -1.30301
C -3.93558 -1.02388 -1.88383
C -3.01437 -2.08558 0.24000
C -2.56012 -3.54770 0.70686
C -1.49590 -3.38683 1.85561
C -0.13083 -3.23557 1.64255
C 0.81120 -4.28173 0.95840
C 0.52309 -1.87427 2.10586
H 6.05527 -5.19897 0.88981
H 6.19282 -3.52876 1.53900
H 4.96776 -3.87023 0.19158
H 8.12727 -3.96786 0.15564
H 7.16258 -4.67793 -1.18044
H 5.45592 -2.39195 -2.09200
H 6.70188 -3.44978 -2.85635
H 8.21672 -1.60041 -3.47888
H 7.28785 -0.44680 -2.46760
H 4.53670 -0.86387 -3.27592
H 5.60505 0.59199 -3.33460
H 4.69141 1.33316 -5.25801
H 4.71495 -0.28115 -6.11386
H 2.68563 2.07649 -5.28038
H 1.32242 0.92847 -5.49326
H 3.74444 1.83504 -3.00368
H 2.72912 3.31424 -2.95111
H 2.62359 4.33431 -0.88475
H 2.59844 4.45458 1.59526
H 1.62539 2.46849 3.73050
H 3.37535 2.98894 3.87712
H 2.87480 1.17957 3.81558
H 2.95114 -0.02187 1.75113
H 2.97720 -0.09684 -0.83797
H -1.53263 1.91069 -1.30011
H -0.33384 3.09329 -0.47087
H 0.18763 1.45889 -0.97830
H 0.00599 4.86950 -3.76286
H -0.99459 4.80423 -2.17485
H 0.79236 4.94809 -2.13395
H -1.82023 -1.02821 -3.60056
H -1.53800 0.64313 -3.01264
H -1.18510 -0.30207 -0.64596
H -0.52344 -1.82391 -1.35378
H -2.66884 -2.82383 -1.82108
H -4.91245 -1.46202 -1.53312
H -3.84225 0.04286 -1.52663
H -3.98001 -1.03403 -3.00428
H -2.48561 -1.34244 0.89856
H -4.11744 -2.03059 0.44143
H -3.44572 -4.06377 1.17994
H -2.16515 -4.16496 -0.14480
H -1.86308 -3.34923 2.91339
H 0.52025 -5.34454 1.15529
H 0.88867 -4.04100 -0.13859
H 1.83301 -4.13207 1.39987
H 1.53362 -1.72236 1.64560
H 0.60622 -1.86774 3.23534
H -0.14823 -1.04149 1.76454
C -1.91461 -7.25559 1.93861
C -1.78062 -8.77267 1.92893
N -0.41653 -9.23165 2.13869
C -0.22514 -10.64173 1.82345
C -0.97609 -11.66858 2.67362
C 0.23748 -8.76560 3.35274
C -0.43912 -9.06820 4.69173
H -1.22464 -6.79486 1.22902
H -2.92941 -6.97046 1.65115
H -1.72715 -6.83544 2.92930
H -2.11935 -9.11840 0.94729
H -2.47562 -9.19775 2.66663
H 0.84475 -10.87410 1.85453
H -0.51295 -10.79387 0.77776
H -0.54314 -11.76131 3.66900
H -0.90725 -12.65313 2.20223
H -2.03639 -11.42967 2.77070
H 0.36222 -7.68020 3.27682
H 1.26219 -9.14981 3.38095
H -1.50586 -8.83613 4.68183
H 0.01653 -8.45851 5.47647
H -0.31230 -10.10952 4.98583
C -3.79642 2.08309 1.52973
C -5.31669 2.00004 1.49130
N -5.85311 0.89467 2.26888
C -7.25703 0.61899 1.99049
C -8.27805 1.70225 2.34408
C -5.47167 0.85312 3.67305
C -5.79401 2.07338 4.53876
H -3.34192 1.13273 1.23895
H -3.44950 2.84807 0.83036
H -3.42733 2.35693 2.52057
H -5.60400 1.86350 0.44385
H -5.73541 2.96608 1.80644
H -7.54523 -0.31250 2.48934
H -7.35086 0.40274 0.92078
H -8.43398 1.77304 3.41992
H -9.24449 1.45286 1.89687
H -7.98911 2.68348 1.96393
H -4.39204 0.67805 3.72720
H -5.90885 -0.03537 4.13963
H -5.50720 3.01188 4.06021
H -5.24144 2.00894 5.47982
H -6.85166 2.12271 4.79524
C -0.55122 7.52341 0.48131
C 0.52071 8.50628 0.02675
N 0.64782 8.60164 -1.42105
C 1.86021 9.28835 -1.85073
C 2.00982 10.76520 -1.48057
C -0.56213 8.95228 -2.15457
C -1.26739 10.25823 -1.78187
H -0.40089 6.53896 0.03177
H -0.51028 7.40511 1.56661
H -1.55541 7.87156 0.22981
H 1.47136 8.15400 0.43954
H 0.32433 9.48535 0.48504
H 1.96517 9.18531 -2.93604
H 2.71750 8.74773 -1.43519
H 1.35629 11.39863 -2.07908
H 3.03589 11.08859 -1.67719
H 1.80925 10.94960 -0.42393
H -1.28205 8.13548 -2.03681
H -0.34694 8.96263 -3.22779
H -1.38749 10.37437 -0.70299
H -2.26829 10.27014 -2.22113
H -0.74130 11.12989 -2.16924
*
```

Highest occupied orbital energy in eV: -7.3
HOMO-LUMO gap in eV: 7.64
E_tot in Ha: -2480.195850
SMILES string: CCOCCOCCOC[C@@](Cc1ccc(C)cc1)(N=C(C)C)OC(=O)CC[C@H](C)CCC=C(C)C.CCN(CC)CC.CCN(CC)CC.CCN(CC)CC